2 unconnected molecules or ions with the total composition C10H18NO3. Source: the Open Molecules 2025 dataset; level of theory: ωB97M-V with the def2-TZVPD basis set.

The calculation puts the HOMO-LUMO gap at 0.335 Eh. As for the total charge: +1. The calculation puts the max |F| at 0.2 eV/Å. For the HOMO energy, the calculation gives -0.48732 Ha. As for the relative energy (zero: lowest compared OMol25 entry of this formula, charge and spin): 0.0 kcal per mole. As for the total energy: -18288.42823 eV.

CARTESIAN COORDINATES (ANGSTROEM)
C -0.31712 -0.46843 -1.01447
C -0.73944 0.64132 -1.97818
C -2.24501 0.75318 -2.30556
C -2.98667 1.73043 -1.36250
C -3.78807 0.84931 -0.48523
N -3.80778 -0.35334 -0.91102
C -3.02734 -0.57217 -2.14790
H -1.00162 -0.57575 -0.16448
H 0.64988 -0.20410 -0.59553
H -0.22001 -1.43796 -1.50795
H -0.41902 1.59715 -1.55554
H -0.18611 0.53724 -2.91330
H -2.36394 1.09278 -3.33303
H -2.32911 2.38157 -0.78261
H -3.69492 2.38193 -1.89047
H -4.32652 1.13644 0.41165
H -4.33339 -1.09000 -0.45134
H -3.73155 -0.76181 -2.95977
H -2.39975 -1.45086 -2.01980
C 2.45039 -1.43854 3.34486
C 3.03811 -0.97283 2.04178
C 4.32290 -0.16444 2.13348
O 4.22279 0.71104 0.99882
C 2.92296 0.85617 0.69037
O 2.47439 1.63185 -0.09453
O 2.16841 -0.01410 1.39915
H 1.48570 -1.91680 3.18252
H 3.11648 -2.16580 3.80971
H 2.31442 -0.59961 4.02755
H 3.16723 -1.80550 1.34446
H 5.23207 -0.75155 2.04846
H 4.35163 0.44322 3.04045

Charges per atom according to Mulliken partitioning, unit e: -0.683, -0.724, 0.282, -0.906, -0.106, -0.005, -0.775, 0.291, -0.117, 0.347, 0.311, 0.371, 0.532, 0.394, 0.375, 0.449, 0.253, 0.337, 0.361, -1.460, 0.536, -0.488, -0.321, 0.670, -0.529, -0.361, 0.354, 0.389, 0.355, 0.256, 0.304, 0.305

=====

A single C10H18O2 molecule. Source: the Open Molecules 2025 dataset; level of theory: ωB97M-V with the def2-TZVPD basis set.

The SMILES is CCC[C@H]1C=C[C@@H](CCC)OO1. The calculation puts the HOMO-LUMO gap at 0.379 Eh. The calculation puts the max |F| at 4.7 eV/Å. For the HOMO energy, the calculation gives -0.34062 Ha. As for the relative energy (zero: lowest compared OMol25 entry of this formula, charge and spin): 130.5 kcal per mole. As for the total energy: -14751.61544 eV.

CARTESIAN COORDINATES (ANGSTROEM)
C 1.38221 0.49559 3.25173
C 0.58106 1.21526 2.17246
C 1.62736 1.59974 1.00831
C 1.51794 0.72525 -0.16581
C 1.82628 -0.75828 -0.01375
C 1.11178 -1.66920 -0.64212
C -0.03921 -1.21896 -1.60697
C -1.31201 -1.46736 -0.97007
C -2.53488 -0.94282 -1.63266
C -2.52144 0.47175 -2.06919
O 0.18475 0.15642 -1.90309
O 0.23246 0.68616 -0.62692
H 1.90682 1.40403 3.72654
H 0.73594 0.14524 4.00640
H 2.10634 -0.22932 3.04329
H -0.20038 0.64893 1.58640
H -0.05270 2.00152 2.57764
H 1.31867 2.65806 0.82884
H 2.74374 1.73820 1.39665
H 2.21611 1.07431 -0.94462
H 2.54299 -0.95297 0.79990
H 1.44319 -2.66263 -0.74451
H -0.01155 -1.75044 -2.60675
H -1.47185 -2.44191 -0.65609
H -1.33617 -0.80554 -0.03940
H -3.43412 -1.05324 -0.93836
H -2.82589 -1.64407 -2.45261
H -2.24948 1.11977 -1.24533
H -1.96810 0.69240 -2.90785
H -3.51987 0.76412 -2.23206

Charges per atom according to Mulliken partitioning, unit e: -1.147, -0.055, -0.993, 0.479, -0.546, -1.056, 0.577, -0.503, -0.522, -1.213, -0.499, -0.137, 0.273, 0.390, 0.305, -0.151, 0.438, 0.322, 0.364, 0.334, 0.410, 0.460, 0.416, 0.510, -0.116, 0.303, 0.346, 0.208, 0.336, 0.467

=====

A gas-phase ion, C10H18O2P (charge +1). Source: the Open Molecules 2025 dataset; level of theory: ωB97M-V with the def2-TZVPD basis set.

The calculation puts the HOMO-LUMO gap at 0.327 Eh. As for the total charge: +1. The calculation puts the max |F| at 5.2 eV/Å. For the HOMO energy, the calculation gives -0.51584 Ha. As for the relative energy (zero: lowest compared OMol25 entry of this formula, charge and spin): 13.9 kcal per mole. As for the total energy: -24033.94636 eV.

CARTESIAN COORDINATES (ANGSTROEM)
C -2.57411 1.89034 0.10578
C -1.88939 1.57885 -1.19661
C 0.29928 -1.55942 -0.99707
C -1.20778 -1.74811 -0.72897
C -1.63352 -0.71644 0.36476
C -1.87308 0.63043 -0.10720
C -2.41596 -1.30549 1.58759
C 3.52916 -0.07562 -0.56305
C 2.50373 1.23910 1.34517
C 2.21687 0.49620 -0.00010
O -0.58318 0.17289 0.68581
O -1.51944 -3.10266 -0.37611
P 1.19218 -1.04144 0.59424
H -2.08623 2.55446 0.82068
H -3.64910 2.16816 0.05976
H -2.29528 1.07743 -2.08651
H -1.16226 2.28951 -1.49105
H 0.65617 -2.44529 -1.29311
H 0.31095 -0.77773 -1.80888
H -1.88182 -1.41400 -1.52502
H -1.75421 -2.08562 2.00263
H -3.46240 -1.58830 1.32708
H -2.40388 -0.51438 2.40284
H 3.66532 -1.20403 -0.47731
H 4.32931 0.42902 -0.06931
H 3.67726 0.24163 -1.63567
H 2.59628 2.30625 1.09813
H 3.38737 0.98209 1.88271
H 1.59997 1.22924 2.07021
H 1.83098 1.11003 -0.72088
H -2.17983 -3.12375 0.36524

Charges per atom according to Mulliken partitioning, unit e: -0.520, -0.648, -0.967, 0.077, 2.174, -0.644, -2.035, -1.263, -1.322, 0.260, -0.478, -0.574, 0.059, 0.217, 0.280, 0.203, 0.245, 0.820, 0.324, 0.378, 0.574, 0.410, 0.378, 0.336, 0.429, 0.287, 0.379, 0.430, 0.277, 0.531, 0.384

=====

A molecular structure, C10H18O2P. Source: the Open Molecules 2025 dataset; level of theory: ωB97M-V with the def2-TZVPD basis set.

The calculation puts the HOMO-LUMO gap at 0.295 Eh. As for the total charge: +1. The calculation puts the max |F| at 4.7 eV/Å. For the HOMO energy, the calculation gives -0.49196 Ha. As for the relative energy (zero: lowest compared OMol25 entry of this formula, charge and spin): 38.7 kcal per mole. As for the total energy: -24032.87050 eV.

CARTESIAN COORDINATES (ANGSTROEM)
C -0.13502 2.29235 -0.43774
C 0.81978 2.25519 0.76868
C -1.28652 -1.11855 1.54617
C -2.19807 -1.05410 0.37722
C -2.11150 0.42138 -0.23569
C -0.84466 1.02015 -0.03072
C -3.01500 0.89298 -1.31996
C 1.60685 -1.23390 -1.18873
C 2.98170 -1.25758 0.98341
C 2.04954 -0.44193 0.03078
O -1.88990 1.22034 0.93908
O -3.42011 -1.42243 1.01886
P 0.55894 0.38408 0.88987
H -0.80484 3.24615 -0.52024
H 0.48376 2.30272 -1.45676
H 1.90083 2.58029 0.63753
H 0.31571 2.56009 1.58365
H -1.62100 -0.64181 2.55424
H -1.03443 -2.21352 1.71922
H -1.80572 -1.78839 -0.48574
H -2.47745 1.36384 -2.11191
H -3.86916 1.55913 -0.77947
H -3.52386 -0.03053 -1.70294
H 1.19627 -2.23085 -0.90483
H 2.57002 -1.66953 -1.49567
H 1.30597 -0.73526 -2.10297
H 3.12634 -0.62525 1.85523
H 3.89870 -1.53741 0.59466
H 2.39331 -2.06026 1.51852
H 2.53104 0.41603 -0.46364
H -3.96352 -0.61717 1.44823

Charges per atom according to Mulliken partitioning, unit e: -0.396, -0.871, -0.754, 0.471, 0.478, 0.494, -1.478, -1.586, -1.392, 0.490, -0.543, -0.552, -0.102, 0.334, 0.258, 0.371, 0.488, 0.329, 0.400, 0.349, 0.403, 0.304, 0.356, 0.361, 0.519, 0.338, 0.384, 0.458, 0.323, 0.348, 0.420

=====

A gas-phase ion, C10H18P (charge +1). Source: the Open Molecules 2025 dataset; level of theory: ωB97M-V with the def2-TZVPD basis set.

The calculation puts the HOMO-LUMO gap at 0.423 Eh. As for the total charge: +1. The calculation puts the max |F| at 4.5 eV/Å. For the HOMO energy, the calculation gives -0.50564 Ha. As for the relative energy (zero: lowest compared OMol25 entry of this formula, charge and spin): 27.5 kcal per mole. As for the total energy: -19942.03455 eV.

CARTESIAN COORDINATES (ANGSTROEM)
C 0.92125 0.40530 2.42053
C -1.55275 0.79707 -2.17426
C -2.50137 1.08913 -1.13504
C 1.74508 -0.50972 1.51796
C 2.15016 0.39433 -0.93629
C 1.95996 -1.04146 -1.20194
C -0.54263 0.37518 1.98971
C -1.10855 1.29092 -0.83711
C 1.39815 -0.22907 0.09538
C -1.24973 -1.67792 -0.06418
P -0.39035 -0.10189 0.23239
H 1.02996 0.17909 3.60149
H 1.23415 1.39075 2.21787
H -1.20307 -0.15991 -2.57981
H -1.53300 1.50221 -2.94786
H -3.21343 1.89931 -1.34591
H -3.12258 0.27329 -0.76386
H 2.87292 -0.34093 1.65302
H 1.46376 -1.45090 1.71105
H 3.17427 0.71210 -0.80615
H 1.61160 1.05199 -1.56693
H 1.28233 -1.34066 -2.04018
H 2.70788 -1.74146 -0.79868
H -1.23499 -0.27284 2.50267
H -0.87499 1.43540 2.13302
H -0.59233 2.27981 -0.74732
H -2.30755 -1.30400 -0.00451
H -0.95904 -2.38333 0.67481
H -1.04865 -2.08820 -1.05555

Charges per atom according to Mulliken partitioning, unit e: -0.590, -0.477, -0.766, -1.134, -0.633, -0.660, -0.868, 0.107, 0.634, -1.184, 0.540, 0.293, 0.396, 0.147, 0.314, 0.322, 0.093, 0.330, 0.466, 0.310, 0.253, 0.276, 0.281, 0.472, 0.338, 0.508, 0.432, 0.438, 0.360

=====

A gas-phase ion, C10H19BN2O4PS (charge +1). Source: the Open Molecules 2025 dataset; level of theory: ωB97M-V with the def2-TZVPD basis set.

The SMILES is [H]/N=C/C[C@@H]1[NH2+][C@H](B(O)CC)CO[C@@]1(C#C)P(O)(O)=S. The calculation puts the HOMO-LUMO gap at 0.357 Eh. As for the total charge: +1. The calculation puts the max |F| at 1.2 eV/Å. For the HOMO energy, the calculation gives -0.45994 Ha. As for the total energy: -42643.05903 eV.

CARTESIAN COORDINATES (ANGSTROEM)
H -0.57597 3.41275 -0.47681
N 0.23883 2.82077 -0.62365
C 0.03358 1.96380 -1.52286
C 1.06646 0.96019 -1.97454
C 1.26721 -0.28214 -1.09509
N 0.04759 -1.17151 -1.13108
C -0.86102 -1.21694 0.06898
B -2.19940 -0.39003 -0.17118
O -2.52083 -0.16605 -1.49022
C -3.12991 0.07691 0.99425
C -4.58482 0.28221 0.53944
C -0.12473 -0.95910 1.37487
O 0.78393 0.12212 1.31736
C 1.79063 -0.05208 0.34124
C 2.64202 1.13062 0.40076
C 3.31535 2.11746 0.34253
P 2.92244 -1.51558 0.80310
O 2.71493 -1.62887 2.38738
O 4.42709 -1.05862 0.57970
S 2.44746 -3.13764 -0.10378
H -0.91884 1.92897 -2.05881
H 0.71162 0.57258 -2.93454
H 2.03154 1.41021 -2.18165
H 2.04937 -0.84787 -1.59759
H -0.49302 -0.92767 -1.96571
H 0.40353 -2.12203 -1.28651
H -1.20734 -2.25339 0.14859
H -2.78744 0.74523 -1.65250
H -3.13254 -0.65533 1.80561
H -2.75778 1.00522 1.44003
H -4.90661 -0.51258 -0.13096
H -5.26865 0.28329 1.38338
H -4.71953 1.22007 0.00257
H -0.83520 -0.73520 2.16371
H 0.38141 -1.87556 1.68121
H 4.06709 2.86465 0.43415
H 2.89181 -0.77922 2.82177
H 4.78973 -0.62963 1.36687

Charges per atom according to Mulliken partitioning, unit e: 0.266, -0.475, -0.166, -1.365, -0.981, 0.021, 0.094, 0.193, -0.536, -0.383, -1.360, -0.731, -0.475, 2.572, -2.368, -0.048, 0.712, -0.554, -0.477, -0.344, 0.475, 0.499, 0.544, 0.532, 0.442, 0.488, 0.097, 0.305, 0.345, 0.375, 0.322, 0.376, 0.363, 0.474, 0.398, 0.546, 0.434, 0.393

=====

A molecular structure, C10H19Br2IN4O8P2Si. Source: the Open Molecules 2025 dataset; level of theory: ωB97M-V with the def2-TZVPD basis set.

The calculation puts the HOMO-LUMO gap at 0.174 Eh. The calculation puts the max |F| at 4.1 eV/Å. For the HOMO energy, the calculation gives -0.21453 Ha. As for the total energy: -207661.98340 eV.

CARTESIAN COORDINATES (ANGSTROEM)
C 5.27000 -0.05230 1.68664
C 4.07529 -0.36261 0.84337
Br 4.29675 -0.15607 -1.01721
C 2.90087 -0.73677 1.33483
Br 2.78966 -0.94112 3.24442
N 1.77044 -1.09952 0.58912
C 1.79089 -2.47455 0.07220
C 2.11766 -2.53834 -1.40733
O 1.56136 -1.95375 -2.27849
O 3.16668 -3.38303 -1.68615
C 0.66127 -0.34898 0.41537
N -0.39731 -0.89415 -0.18283
C -1.36574 0.03405 -0.14262
Si -3.09597 -0.46880 -0.91535
C -4.41664 -0.66285 0.42505
C -3.68770 0.83696 -2.14547
C -3.04665 -2.06864 -1.83416
N -0.90550 1.14110 0.46563
P -1.86400 2.55503 0.80162
O -1.68316 2.83538 2.21719
O -1.47000 3.74096 -0.17039
O -3.38316 2.26830 0.54220
N 0.43247 0.96260 0.79869
P 1.39871 2.19802 1.51966
O 0.83938 3.51658 1.22950
O 2.84788 2.20877 0.89422
O 1.50096 2.01836 3.08015
H 6.11554 0.26159 1.08445
H 5.55046 -0.92724 2.27332
H 5.02830 0.74343 2.39158
H 0.88814 -3.01293 0.35772
H 2.58959 -3.02184 0.56827
H 3.68704 -2.89830 -2.33936
H -4.02196 -1.27661 1.23530
H -4.77572 0.29101 0.80647
H -5.27625 -1.15179 -0.03158
H -4.15964 0.34648 -2.99549
H -4.45787 1.49111 -1.72236
H -2.87285 1.44492 -2.54524
H -4.05478 -2.47517 -1.93894
H -2.56294 -1.77106 -2.81295
H -2.38808 -2.75372 -1.30092
H -0.81987 3.41439 -0.81098
H -3.63952 2.45333 -0.37695
H 2.81662 2.73749 0.08459
H 0.81705 1.37824 3.33806
I -0.56775 -1.44794 -3.64485

Charges per atom according to Mulliken partitioning, unit e: -1.503, 0.716, -0.088, -0.800, -0.016, 0.500, -0.671, 0.322, -0.399, -0.502, 0.429, -0.052, -0.013, 0.132, -1.059, -1.255, -0.749, 0.564, 0.716, -0.698, -0.462, -0.431, 0.274, 0.551, -0.690, -0.378, -0.459, 0.416, 0.363, 0.396, 0.605, 0.268, 0.404, 0.314, 0.344, 0.309, 0.379, 0.453, 0.378, 0.334, -0.053, 0.305, 0.415, 0.278, 0.336, 0.404, -0.628